Below is C59H41F5NO2P2SSeV as an isolated structure at a distorted geometry, with properties calculated with wB97M-V/def2-TZVPD.

Element x y z (Å)
V  -0.6723  0.2786  0.3243
O  0.8956  -1.2457  2.2509
S  0.9710  -1.1575  0.7732
C  0.9251  -2.8819  0.2620
C  1.7190  -3.6938  1.0437
C  1.7281  -5.0929  0.9364
C  0.9144  -5.6667  -0.0011
C  0.6470  -7.1091  -0.3397
C  -0.2959  -7.0600  -1.5667
C  -0.6371  -5.6030  -1.7293
C  -1.4813  -4.9652  -2.5938
C  -1.6118  -3.5714  -2.4814
C  -0.9311  -2.8103  -1.5482
P  -1.3342  -1.0396  -1.4907
C  -0.8531  -0.6270  -3.2154
C  -1.7612  -0.2660  -4.2067
C  -1.3268  -0.0604  -5.5107
C  0.0111  -0.2180  -5.8334
C  0.9245  -0.5687  -4.8476
C  0.4944  -0.7726  -3.5478
C  -3.1530  -0.8840  -1.5483
C  -3.6417  0.4194  -1.6936
C  -5.0049  0.6577  -1.7346
C  -5.8992  -0.3946  -1.5877
C  -5.4211  -1.6817  -1.4015
C  -4.0553  -1.9295  -1.3865
C  0.0273  -3.4343  -0.6960
C  0.1070  -4.8402  -0.8084
C  2.7137  -0.7017  0.5984
C  3.6367  -1.4851  -0.0496
C  5.0233  -1.3715  0.1920
C  5.4429  -0.5012  1.1592
C  6.7974  -0.2579  1.7726
C  6.5659  0.8475  2.8372
C  5.0940  1.1619  2.7583
C  4.3033  2.0311  3.4576
C  2.9331  2.0977  3.1387
C  2.3315  1.3082  2.1764
P  0.5961  1.7063  1.7374
C  0.7735  3.3487  0.9388
C  -0.4068  3.9682  0.5157
C  -0.3667  5.1981  -0.1192
C  0.8529  5.8282  -0.3364
C  2.0277  5.2148  0.0656
C  1.9912  3.9762  0.6954
C  -0.1715  2.0987  3.3463
C  -0.3984  1.0303  4.2163
C  -1.0076  1.2519  5.4402
C  -1.4048  2.5328  5.7993
C  -1.2029  3.5911  4.9279
C  -0.5849  3.3799  3.7034
C  3.1228  0.3355  1.4952
C  4.4982  0.3425  1.7816
H  2.3396  -3.2251  1.7973
H  2.3558  -5.6771  1.5962
H  0.1588  -7.5900  0.5102
H  1.5653  -7.6592  -0.5438
H  -1.1874  -7.6712  -1.4258
H  0.2024  -7.4277  -2.4659
H  -2.0535  -5.5041  -3.3381
H  -2.2898  -3.0649  -3.1590
H  -2.8097  -0.1532  -3.9671
H  -2.0443  0.2096  -6.2751
H  0.3419  -0.0765  -6.8543
H  1.9698  -0.6944  -5.1017
H  1.2055  -1.0649  -2.7807
H  -2.9449  1.2432  -1.7830
H  -5.3752  1.6653  -1.8784
H  -6.9652  -0.2068  -1.6091
H  -6.1127  -2.5052  -1.2757
H  -3.6950  -2.9389  -1.2394
H  3.2929  -2.2527  -0.7326
H  5.7093  -2.0195  -0.3384
H  7.5324  0.0487  1.0273
H  7.1728  -1.1758  2.2274
H  7.1736  1.7316  2.6406
H  6.8225  0.4996  3.8388
H  4.7026  2.6764  4.2296
H  2.3169  2.8106  3.6744
H  -1.3587  3.4832  0.6896
H  -1.2889  5.6686  -0.4362
H  0.8856  6.7994  -0.8130
H  2.9801  5.7023  -0.0988
H  2.9170  3.5041  0.9977
H  -0.0969  0.0319  3.9290
H  -1.1774  0.4199  6.1112
H  -1.8692  2.7048  6.7617
H  -1.5276  4.5876  5.1977
H  -0.4257  4.2122  3.0324
O  -0.6069  1.6631  -1.0813
N  0.3397  2.0656  -1.9025
C  -0.0167  2.7255  -3.0229
C  0.9336  3.1593  -3.9138
C  2.2809  2.9319  -3.6632
C  2.6251  2.2539  -2.5064
C  1.6408  1.8275  -1.6461
H  -1.0776  2.8629  -3.1651
H  0.6136  3.6724  -4.8089
H  3.0340  3.2786  -4.3561
H  3.6547  2.0299  -2.2641
H  1.8447  1.2914  -0.7330
F  -7.2987  1.4744  2.0320
C  -6.1178  0.8690  1.9972
C  -6.0180  -0.4869  2.2734
F  -7.1125  -1.1759  2.5870
C  -4.7925  -1.1202  2.1946
F  -4.7155  -2.4242  2.4619
C  -3.6375  -0.4374  1.8282
Se  -1.9263  -1.2328  1.8089
C  -3.7817  0.9108  1.5465
F  -2.6891  1.5993  1.1213
C  -4.9830  1.5780  1.6441
F  -5.0606  2.8782  1.3542

max |F|	1.55	eV/Å
total energy	-7403.57576	Eh
2S+1	2
LUMO level (spin up / spin down)	-2.7 / -2.7	eV
E_HOMO (spin up / spin down)	-0.354 / -0.338	Ha
charge	+1
gap between HOMO and LUMO (spin up / spin down)	0.25346 / 0.23952	Eh